DFT (ωB97M-V/def2-TZVPD) results for a 2-piece molecular cluster, C4H15N2O overall.

Element x y z (Å)
C (-0.2318, -0.6159, -2.6163)
C (-0.3598, -0.3932, -1.1290)
C (-0.8650, -1.5879, -0.3510)
C (-1.0233, -1.4429, 1.1753)
N (0.3258, -1.2311, 1.8385)
N (0.9407, 0.1360, -0.5975)
H (-1.1029, -1.1202, -3.0378)
H (-0.2026, 0.3479, -3.1387)
H (0.6269, -1.2088, -2.8950)
H (-1.0115, 0.4362, -0.8967)
H (-1.8584, -1.7635, -0.6454)
H (-0.4418, -2.5707, -0.5103)
H (-1.4215, -2.3405, 1.5894)
H (-1.5761, -0.5541, 1.4193)
H (0.8931, -2.0523, 1.8194)
H (0.8086, -0.5196, 1.1809)
H (0.2376, -0.8274, 2.7751)
H (1.8015, -0.1774, -1.0403)
H (0.9446, 1.1488, -0.5975)
H (1.5598, 5.4236, 1.2126)
H (0.6813, 5.8046, 2.3671)
O (1.2747, 5.1084, 2.0778)

Computed properties:
E_tot = -9412.864 eV
E_HOMO = -13.82 eV
ΔE to the lowest compared entry with this formula, charge and spin = 18.4 kcal/mol
LUMO = -3.06 eV
Charge = +1
Frontier orbital gap = 10.76 eV

***

DFT (ωB97M-V/def2-TZVPD) results for BrHfSr as an isolated structure.

Element x y z (Å)
Hf (0.2429, -29.9984, 1.2693)
Sr (4.2465, -32.2160, 1.7025)
Br (2.3443, -30.8431, 1.6714)

Computed properties:
E_tot = -72098.512 eV
E_HOMO = -39.01 eV
LUMO = -29.12 eV
Charge = +5
Frontier orbital gap = 9.89 eV

***

DFT (ωB97M-V/def2-TZVPD) results for one molecule with the formula H3OPS2.

Element x y z (Å)
O (1.0678, -1.7596, 0.3588)
P (-1.6057, 0.0775, 0.2395)
S (1.9505, 0.9761, 0.3512)
S (0.7587, -0.4337, -0.1418)
H (-1.4677, 1.2036, -0.7265)
H (-1.4921, 0.6355, 1.4809)
H (0.7887, -0.6994, -1.5622)

Computed properties:
E_tot = -33052.476 eV
E_HOMO = -9.21 eV
ΔE to the lowest compared entry with this formula, charge and spin = 97.8 kcal/mol
LUMO = -1.20 eV
SMILES = O=[S@@H](P)=S
Frontier orbital gap = 8.01 eV

***

DFT (ωB97M-V/def2-TZVPD) results for a 2-piece molecular cluster, C4H14N4 overall.

Element x y z (Å)
N (-2.8843, -1.5042, 0.2788)
C (-1.4551, -1.2860, 0.4522)
C (-0.6321, -2.2468, -0.3805)
N (0.7658, -2.1682, 0.0407)
H (-3.1363, -1.3660, -0.6953)
H (-3.4143, -0.8011, 0.7812)
H (-1.2312, -1.4633, 1.5058)
H (-1.1341, -0.2452, 0.2332)
H (-1.0022, -3.2513, -0.1883)
H (-0.7868, -2.0462, -1.4498)
H (1.3266, -2.8415, -0.4682)
H (1.1536, -1.2621, -0.2044)
C (1.9474, 1.5888, -1.3846)
N (-0.2293, 2.3889, 0.4138)
C (0.9664, 1.9679, 0.8147)
N (1.9003, 1.5369, 0.0282)
H (1.8156, 0.5780, -1.7612)
H (2.9529, 1.9107, -1.6880)
H (1.2276, 2.2935, -1.7996)
H (-0.6184, 2.0272, -0.4490)
H (-0.8986, 2.5534, 1.1575)
H (1.1562, 2.0738, 1.8824)

Computed properties:
E_tot = -10326.071 eV
E_HOMO (alpha / beta) = -12.33 / -12.32 eV
Spin multiplicity = 2
ΔE to the lowest compared entry with this formula, charge and spin = 10.3 kcal/mol
LUMO (alpha / beta) = -4.07 / -8.30 eV
Charge = +1
Frontier orbital gap (alpha / beta) = 8.26 / 4.03 eV

***

DFT (ωB97M-V/def2-TZVPD) results for one molecule with the formula C26H30FN7O8.

Element x y z (Å)
N (2.1472, -0.1630, -4.3856)
C (2.1219, -1.5021, -4.3519)
O (3.1281, -2.1920, -4.3910)
C (0.7315, -2.0960, -4.2086)
H (-0.0150, -1.4042, -4.5940)
H (0.6877, -3.0279, -4.7725)
C (0.4707, -2.4050, -2.7307)
H (-0.5228, -2.8459, -2.6198)
H (1.2149, -3.1353, -2.4028)
C (0.5813, -1.1790, -1.8112)
N (0.6034, -1.6389, -0.4395)
C (0.8442, -0.8168, 0.5945)
O (0.8064, 0.3961, 0.5052)
C (1.1744, -1.5250, 1.9234)
N (0.3573, -0.8911, 2.9402)
C (-0.9005, -0.5563, 2.5921)
O (-1.4132, -0.9971, 1.5703)
C (-1.5962, 0.4227, 3.4713)
C (-1.8477, 0.1491, 4.7950)
C (-2.5662, 1.0573, 5.5688)
C (-3.0426, 2.2378, 4.9971)
C (-2.7709, 2.5081, 3.6823)
C (-2.0210, 1.6358, 2.8591)
N (-1.6823, 1.8850, 1.5857)
H (-1.0139, 1.2554, 1.1596)
C (-1.9141, 3.0947, 0.8282)
H (-2.9876, 3.2986, 0.7696)
C (-1.3271, 2.9465, -0.5741)
H (-0.3949, 2.3804, -0.5144)
C (-2.2702, 2.2906, -1.5842)
H (-3.1994, 2.8622, -1.6367)
H (-1.7951, 2.3280, -2.5645)
C (-2.6501, 0.8362, -1.2687)
N (-1.5143, -0.0764, -1.2307)
C (-0.5325, -0.1696, -2.1203)
O (-0.4739, 0.4615, -3.1758)
H (-1.4639, -0.6494, -0.3957)
C (-3.7189, 0.3858, -2.2892)
O (-4.8737, 0.2206, -1.9716)
N (-3.2512, 0.2268, -3.5379)
H (-2.2811, 0.4108, -3.7583)
H (-3.8945, -0.0339, -4.2668)
H (-3.1207, 0.7821, -0.2840)
H (-1.0839, 3.9403, -0.9529)
H (-1.4398, 3.9437, 1.3357)
F (-3.2380, 3.6695, 3.1697)
H (-3.6118, 2.9351, 5.5918)
N (-2.8144, 0.7807, 6.9428)
O (-2.3379, -0.2391, 7.4085)
O (-3.4783, 1.5796, 7.5745)
H (-1.5158, -0.7744, 5.2450)
H (0.7989, -0.4617, 3.7377)
H (0.8945, -2.5824, 1.8483)
C (2.6856, -1.3758, 2.1880)
C (3.4120, -1.2459, 0.8714)
C (3.4923, -2.3175, -0.0108)
C (3.9897, -2.1516, -1.2894)
C (4.4353, -0.9003, -1.7110)
C (4.4225, 0.1598, -0.8067)
C (3.9073, -0.0146, 0.4610)
H (3.8670, 0.8289, 1.1338)
H (4.7956, 1.1198, -1.1265)
O (4.8676, -0.6710, -2.9695)
H (4.5755, -1.3994, -3.5594)
H (4.0203, -2.9818, -1.9806)
H (3.1491, -3.2946, 0.3018)
H (2.8556, -0.4711, 2.7738)
H (3.0459, -2.2333, 2.7588)
H (0.6288, -2.6351, -0.2936)
H (1.5262, -0.6523, -2.0068)
H (3.0367, 0.3137, -4.3847)
H (1.3002, 0.3638, -4.2127)

Computed properties:
E_tot = -56978.899 eV
E_HOMO = -8.49 eV
ΔE to the lowest compared entry with this formula, charge and spin = 2.5 kcal/mol
LUMO = -0.42 eV
SMILES = NC(=O)CC[C@@H]1NC(=O)[C@@H](Cc2ccc(O)cc2)NC(=O)c2cc([N+](=O)[O-])cc(F)c2NCCC[C@@H](C(N)=O)NC1=O
Frontier orbital gap = 8.07 eV

***

DFT (ωB97M-V/def2-TZVPD) results for one molecule with the formula C7H9BrN4.

Element x y z (Å)
C (-4.5181, -1.2418, 0.2367)
C (-3.3812, -1.5532, 0.9392)
C (-2.0588, -0.8874, 0.6967)
N (-1.8957, 0.2331, 1.3767)
N (-0.7491, 0.8557, 1.1874)
C (0.1144, 0.2619, 0.3758)
C (1.4477, 0.9774, 0.2093)
Br (2.4686, 0.6956, 1.8539)
C (2.1823, 0.6052, -1.0908)
C (3.6838, 0.9920, -0.9861)
N (-0.0434, -0.8650, -0.3003)
N (-1.2095, -1.4671, -0.1493)
H (-4.6086, -1.5461, -0.8049)
H (-5.3143, -0.7316, 0.7762)
H (-3.3810, -2.3014, 1.7359)
H (1.1851, 2.0334, 0.1427)
H (1.7733, 1.2376, -1.8807)
H (2.1660, -0.4579, -1.3099)
H (4.2191, 0.2647, -0.3798)
H (4.0946, 0.8821, -1.9950)
H (3.8249, 2.0128, -0.6337)

Computed properties:
E_tot = -83402.287 eV
E_HOMO = -8.61 eV
ΔE to the lowest compared entry with this formula, charge and spin = 68.5 kcal/mol
LUMO = -1.01 eV
SMILES = C=Cc1nnc([C@@H](Br)CC)nn1
Frontier orbital gap = 7.60 eV